Density functional theory data (the ωB97M-V functional and the def2-TZVPD basis) for C29H73F6IKO32P7 as an isolated structure.

Computed properties:
2S+1   1
Calculated total energy   -7443.5172 a.u.
Frontier orbital gap   7.9 eV

The geometry in XYZ format:
```
149
C29H73F6IKO32P7 the ωB97M-V functional and the def2-TZVPD basis
K 1.147 2.303 0.435
I -0.409 -0.535 -0.650
C -1.299 -4.649 -2.076
C 0.136 -4.260 -2.306
O 0.633 -4.884 -3.490
C 0.229 -4.271 -4.576
O -0.386 -3.264 -4.626
C 0.732 -4.975 -5.767
F 0.246 -4.466 -6.899
F 2.050 -4.837 -5.831
F 0.474 -6.328 -5.780
H -1.840 -4.936 -3.010
H -1.866 -3.803 -1.608
H -1.452 -5.484 -1.421
H 0.838 -4.612 -1.581
H 0.122 -3.175 -2.407
C -3.194 -1.096 -3.421
C -2.823 -1.196 -4.799
O -3.027 0.109 -5.429
C -2.002 0.817 -5.791
O -0.847 0.520 -5.639
C -2.507 2.103 -6.452
F -3.613 2.048 -7.189
F -2.790 3.018 -5.478
F -1.515 2.543 -7.220
H -2.486 -0.523 -2.781
H -3.046 -2.174 -3.107
H -4.232 -0.726 -3.367
H -3.459 -1.785 -5.447
H -1.811 -1.525 -4.983
C 2.166 6.036 -1.735
O 3.509 5.612 -2.114
P 3.910 4.100 -1.968
O 3.352 3.280 -0.836
O 3.609 3.599 -3.422
C 3.846 2.167 -3.838
O 5.450 4.255 -1.784
C 6.275 4.825 -2.874
H 1.409 5.785 -2.490
H 2.171 7.156 -1.491
H 1.816 5.639 -0.825
H 2.863 1.823 -4.179
H 4.203 1.626 -2.970
H 4.510 2.147 -4.683
H 6.304 4.136 -3.715
H 7.301 4.757 -2.423
H 5.954 5.874 -3.110
C -6.013 1.266 3.870
O -6.414 0.395 2.761
P -5.804 0.738 1.327
O -5.708 2.152 0.966
O -4.376 0.087 1.250
C -4.187 -1.277 1.411
O -6.607 -0.151 0.344
C -8.085 -0.292 0.276
H -6.215 0.668 4.782
H -6.600 2.195 3.923
H -4.978 1.500 3.895
H -4.966 -1.792 0.827
H -4.196 -1.536 2.499
H -3.191 -1.445 0.958
H -8.615 0.619 -0.139
H -8.435 -0.536 1.294
H -8.278 -1.158 -0.313
C -3.245 2.698 -0.536
O -2.355 3.235 -1.631
P -0.970 3.906 -1.554
O -0.606 4.376 -0.189
O 0.162 2.905 -2.034
C -0.126 1.982 -3.059
O -0.943 4.971 -2.733
C -1.958 6.029 -2.736
H -3.455 1.658 -0.805
H -4.079 3.368 -0.425
H -2.631 2.855 0.336
H 0.486 1.098 -2.914
H 0.117 2.455 -4.063
H -1.151 1.637 -3.050
H -2.353 6.124 -1.712
H -2.793 5.839 -3.426
H -1.579 6.990 -2.963
C 2.543 1.674 5.723
O 3.354 1.170 4.667
P 2.992 1.333 3.134
O 1.609 1.045 2.832
O 3.258 2.808 2.663
C 4.602 3.388 2.862
O 4.170 0.461 2.551
C 4.521 0.601 1.151
H 3.180 1.733 6.661
H 1.682 1.026 5.874
H 2.165 2.656 5.465
H 4.652 4.360 2.394
H 5.321 2.697 2.427
H 4.704 3.402 3.911
H 5.211 1.420 1.092
H 3.682 0.798 0.560
H 4.928 -0.363 0.799
C -1.715 0.285 3.371
O -2.375 0.823 4.552
P -1.446 0.857 5.873
O -0.422 1.892 5.973
O -2.661 0.842 6.916
C -3.537 1.998 7.035
O -0.838 -0.554 6.126
C -1.730 -1.717 6.318
H -1.815 -0.835 3.357
H -0.686 0.609 3.201
H -2.318 0.637 2.537
H -4.196 1.642 7.823
H -4.093 2.337 6.143
H -3.012 2.962 7.231
H -1.212 -2.530 5.881
H -2.699 -1.523 5.858
H -1.884 -1.932 7.375
C 4.936 -3.758 -4.199
O 3.598 -3.380 -3.846
P 3.358 -2.422 -2.619
O 4.303 -1.308 -2.499
O 1.902 -1.986 -2.971
C 1.681 -1.056 -4.003
O 3.212 -3.369 -1.404
C 2.658 -2.954 -0.184
H 4.978 -3.640 -5.290
H 5.181 -4.748 -3.755
H 5.585 -2.938 -3.870
H 0.620 -1.045 -4.124
H 2.181 -1.351 -4.942
H 2.000 -0.024 -3.687
H 2.684 -3.851 0.449
H 1.611 -2.658 -0.269
H 3.180 -2.175 0.339
C 0.129 -2.896 2.379
O -0.185 -3.400 3.723
P 0.925 -4.325 4.414
O 0.490 -4.662 5.756
O 1.123 -5.514 3.395
C 1.141 -6.935 3.823
O 2.263 -3.488 4.287
C 2.457 -2.329 5.252
H 0.617 -1.892 2.458
H -0.832 -2.814 1.890
H 0.852 -3.525 1.897
H 1.462 -7.062 4.808
H 1.723 -7.505 3.066
H 0.056 -7.216 3.792
H 3.554 -2.097 5.312
H 2.058 -2.594 6.239
H 2.061 -1.413 4.770
```